1.
9
Properties=species:S:1:pos:R:3:lowdin_charge:R:1 method="wB97M-V/def2-TZVPD" total_charge=+1 gap_ev=12.257 smiles=N1[C@@H]2[NH2+][C@H]12 spin_multiplicity=1
N -0.2143 1.2708 -0.4543 0.12
C -0.6348 0.3496 0.5944 0.00
N 0.5824 -0.6745 0.2860 0.18
C -0.4100 -0.1753 -0.6803 -0.17
H 0.7561 1.7004 -0.4434 0.15
H -1.2947 0.2859 1.3414 0.12
H 0.4216 -1.6444 0.7446 0.21
H 1.6134 -0.5173 0.2718 0.19
H -0.8198 -0.5954 -1.6603 0.20

2.
146
Properties=species:S:1:pos:R:3:lowdin_charge:R:1 method="wB97M-V/def2-TZVPD" total_charge=+1 gap_ev=7.899 spin_multiplicity=1
C 5.4905 5.6187 2.0659 -0.10
C 5.8369 5.7940 0.5892 -0.26
C 5.4416 4.6171 -0.2824 -0.21
C 6.3329 3.3630 -0.0488 -0.15
C 5.7526 2.4366 1.0431 -0.14
N 5.2783 1.1292 0.5464 0.04
C 6.0711 0.3856 -0.2538 -0.32
N 7.3355 0.0411 -0.0641 0.04
P 8.2299 0.4652 1.3768 0.78
N 7.5074 0.1218 2.6969 -0.23
B 8.0833 -0.7709 -1.0981 -0.78
O 8.9256 -0.0863 -1.9341 0.20
O 7.8857 -2.0990 -1.1299 0.08
C 7.9060 -2.7462 -2.4202 -0.01
N 5.3947 -0.0218 -1.3683 0.21
C 3.9498 -0.0562 -0.9739 -0.32
C 3.6098 -1.2131 -0.0463 -0.13
C 3.8214 -2.6376 -0.6135 -0.28
C 2.5281 -3.4426 -0.5623 -0.65
I 1.9710 -3.9068 1.4457 0.95
C 3.0453 0.1583 -2.2021 -0.05
O 2.1312 -0.9158 -2.4836 -0.01
C 2.1976 -1.3987 -3.7743 -0.45
C 2.4689 -2.8600 -3.9889 0.03
O 1.9991 -0.6491 -4.7248 0.10
C 3.9810 1.2546 -0.1352 -0.22
C 2.7621 1.5359 0.7381 -0.11
C 2.8440 1.0236 2.1902 -0.18
C 1.6424 0.2012 2.6661 -0.21
C 0.2943 0.7860 2.3082 -0.20
C -0.8640 0.0521 3.0243 -0.19
C -2.0083 -0.3646 2.0975 -0.20
C -3.1923 0.5838 2.1711 -0.18
C -4.0820 0.4982 0.9591 -0.25
O -3.5314 1.2517 -0.1131 -0.20
C -4.4503 1.4079 -1.1622 -0.14
H 4.5298 5.1270 2.2010 0.07
H 5.4655 6.5699 2.5850 0.07
H 6.2327 5.0137 2.5880 0.07
H 6.8918 6.0368 0.4853 0.11
H 5.3010 6.6769 0.2445 0.11
H 4.3980 4.3635 -0.1133 0.10
H 5.5865 4.9080 -1.3201 0.11
H 6.4176 2.8633 -1.0100 0.11
H 7.2884 3.7450 0.2966 0.10
H 4.9260 2.9400 1.5255 0.11
H 6.4842 2.3114 1.8338 0.08
H 9.4413 -0.2200 1.1750 0.04
H 8.4888 1.8323 1.2519 0.03
H 7.9907 -0.5658 3.2576 -0.01
H 9.8387 -0.3648 -1.8285 0.13
H 7.7636 -2.0479 -3.2371 0.10
H 7.1396 -3.5101 -2.4026 0.10
H 8.8534 -3.2493 -2.5843 0.10
H 5.6169 -0.9653 -1.6884 0.14
H 4.1944 -1.1308 0.8651 0.12
H 2.5774 -1.1035 0.2688 0.10
H 4.1108 -2.5518 -1.6554 0.08
H 4.5484 -3.1842 -0.0228 0.10
H 1.7209 -2.9323 -1.0679 0.04
H 2.6793 -4.3983 -1.0545 0.04
H 3.6357 0.3360 -3.0947 0.14
H 2.4236 1.0186 -1.9807 0.14
H 1.5989 -3.4652 -3.7519 0.10
H 3.3102 -3.2398 -3.4226 0.07
H 2.6904 -2.9913 -5.0396 0.09
H 3.9932 2.0343 -0.9046 0.15
H 1.8865 1.1787 0.2060 0.11
H 2.6513 2.6170 0.7840 0.12
H 3.7397 0.4178 2.3101 0.10
H 2.9564 1.8637 2.8701 0.11
H 1.7381 0.1203 3.7471 0.12
H 1.6903 -0.8178 2.2813 0.06
H 0.0917 0.7595 1.2407 0.10
H 0.2446 1.8323 2.6120 0.12
H -0.4473 -0.8386 3.4964 0.10
H -1.2343 0.6645 3.8417 0.11
H -1.6701 -0.4611 1.0673 0.11
H -2.3339 -1.3606 2.3992 0.10
H -3.8082 0.4050 3.0486 0.11
H -2.8251 1.6089 2.2434 0.11
H -4.2051 -0.5375 0.6213 0.13
H -5.0803 0.8859 1.1576 0.10
H -4.9043 0.4650 -1.4654 0.08
H -3.9161 1.7814 -2.0283 0.08
H -5.2368 2.1301 -0.9338 0.09
C -8.4179 -1.2088 3.8060 -0.02
C -6.9850 -1.1725 3.3461 -0.49
O -6.4583 -0.1489 2.9711 0.06
C -6.2303 -2.4794 3.3720 -0.01
H -8.8451 -0.2103 3.7410 0.08
H -8.9963 -1.8890 3.1794 0.06
H -8.4687 -1.5517 4.8403 0.09
H -6.7253 -3.2076 2.7280 0.09
H -6.1955 -2.8719 4.3890 0.09
H -5.2136 -2.3204 3.0176 0.07
C -0.7498 -5.7601 6.2149 -0.02
C -1.3398 -5.0586 5.0153 -0.51
O -2.5155 -4.8008 4.9441 0.08
C -0.3865 -4.6909 3.8997 -0.10
H -1.5361 -5.9658 6.9366 0.08
H -0.2902 -6.7014 5.9098 0.09
H 0.0078 -5.1293 6.6825 0.08
H 0.0864 -5.5897 3.4996 0.06
H 0.3827 -4.0133 4.2777 0.06
H -0.9386 -4.1952 3.1046 0.06
C 2.7213 -0.7445 -9.3931 -0.02
C 3.8312 -0.2389 -8.5029 -0.51
O 4.9910 -0.4861 -8.7351 0.06
C 3.4219 0.5832 -7.3066 -0.03
H 3.1465 -1.3206 -10.2112 0.08
H 2.0433 -1.3804 -8.8216 0.08
H 2.1586 0.0954 -9.8029 0.09
H 2.7825 -0.0084 -6.6524 0.05
H 2.8871 1.4779 -7.6290 0.09
H 4.3131 0.8819 -6.7573 0.08
C -12.7115 -4.5589 2.3084 -0.02
C -11.4474 -3.7875 2.0217 -0.50
O -10.5624 -3.6977 2.8400 0.06
C -11.3400 -3.1326 0.6657 -0.02
H -12.6620 -4.9770 3.3107 0.08
H -13.5765 -3.8978 2.2394 0.09
H -12.8259 -5.3702 1.5882 0.09
H -12.1509 -2.4154 0.5317 0.09
H -11.3999 -3.8874 -0.1195 0.09
H -10.3884 -2.6120 0.5865 0.08
C -6.9751 2.8240 -5.3880 -0.02
C -6.1539 1.6796 -4.8459 -0.49
O -5.8939 1.5883 -3.6700 0.07
C -5.6723 0.6533 -5.8432 -0.02
H -7.2565 3.4861 -4.5730 0.08
H -6.3952 3.3865 -6.1213 0.09
H -7.8783 2.4426 -5.8664 0.09
H -5.0408 1.1297 -6.5945 0.08
H -6.5238 0.1858 -6.3396 0.09
H -5.0971 -0.1116 -5.3270 0.08
C -4.3754 4.1726 1.8730 -0.02
C -3.2612 4.8526 2.6297 -0.51
O -2.1051 4.7514 2.2893 0.06
C -3.6571 5.6665 3.8386 -0.03
H -3.9556 3.6205 1.0334 0.07
H -4.8976 3.4711 2.5268 0.09
H -5.0801 4.9176 1.4999 0.09
H -4.1573 5.0297 4.5697 0.09
H -4.3353 6.4684 3.5435 0.08
H -2.7689 6.1003 4.2920 0.08

3.
66
Properties=species:S:1:pos:R:3:mulliken_spin:R:1 method="wB97M-V/def2-TZVPD" s2=3.753 total_charge=+1 gap_ev="7.236 / 7.237" spin_multiplicity=4
Er -0.1249 -0.3293 0.0723 3.04
C -4.4870 -0.4832 1.1022 0.00
C -5.1261 -0.8032 -0.0973 0.00
C -4.4574 -0.6179 -1.2790 0.00
C -3.1399 -0.1364 -1.2712 0.00
N -2.4972 0.0950 -0.1104 0.00
C -3.1898 -0.0547 1.0426 0.00
N -2.6178 0.1646 -2.5155 0.00
C -1.4063 0.4360 -2.8266 0.00
N -0.2300 0.3261 -2.0828 0.00
C 0.8105 0.8160 -2.8745 0.00
N 2.0524 0.9901 -2.6220 0.00
C 2.7264 0.7852 -1.4311 0.00
C 4.1156 0.9632 -1.5215 0.00
C 4.9081 0.8326 -0.4112 0.00
C 4.3052 0.5331 0.8099 0.00
C 2.9475 0.3662 0.8314 0.00
N 2.1483 0.4763 -0.2549 0.00
C 0.2730 1.1786 -4.2064 0.00
C 0.9068 1.6606 -5.3358 0.00
C 0.1127 1.9020 -6.4495 0.00
C -1.2649 1.6690 -6.4187 0.00
C -1.8862 1.1865 -5.2741 0.00
C -1.0804 0.9476 -4.1766 0.00
H -4.9837 -0.5751 2.0572 0.00
H -6.1454 -1.1679 -0.0974 0.00
H -4.9166 -0.7983 -2.2397 0.00
H -2.6547 0.1947 1.9485 0.00
H 4.5175 1.2101 -2.4928 0.00
H 5.9795 0.9678 -0.4825 0.00
H 4.8766 0.4256 1.7206 0.00
H 2.4570 0.1220 1.7613 0.00
H 1.9736 1.8397 -5.3441 0.00
H 0.5653 2.2754 -7.3587 0.00
H -1.8542 1.8680 -7.3042 0.00
H -2.9515 1.0026 -5.2353 0.00
C -1.0072 -1.9007 7.3880 0.00
C 0.4150 -1.6599 6.9064 0.00
C 1.2723 -0.8669 7.8773 0.00
C 0.7194 0.5379 8.0591 0.00
C 0.4934 1.2019 6.7242 0.00
C 0.4432 2.5682 6.6166 0.00
C 0.2602 3.1877 5.3764 0.00
F 0.2227 4.5227 5.3497 0.00
C 0.1379 2.4801 4.2228 0.00
C 0.1848 1.0766 4.2997 0.00
C 0.0666 0.2895 3.1042 0.00
O -0.0854 0.8362 1.9488 -0.01
C 0.1409 -1.1129 3.2447 0.00
C 0.2896 -1.6780 4.4799 0.00
N 0.3882 -0.9519 5.5944 0.00
C 0.3517 0.4369 5.5407 0.00
C 0.0606 -1.8133 1.9186 -0.02
O -1.0715 -1.9401 1.3799 0.00
O 1.1099 -1.8520 1.2151 0.00
H -0.9899 -2.4195 8.3465 0.00
H -1.5596 -2.5180 6.6788 0.00
H -1.5511 -0.9635 7.5122 0.00
H 0.8979 -2.6166 6.7096 0.00
H 2.2946 -0.8175 7.4951 0.00
H 1.3053 -1.3990 8.8276 0.00
H 1.4094 1.1436 8.6457 0.00
H -0.2181 0.5092 8.6195 0.00
H 0.5562 3.1897 7.4971 0.00
H 0.0115 2.9689 3.2675 0.00
H 0.3327 -2.7515 4.6146 0.00

4.
13
Properties=species:S:1:pos:R:3:lowdin_charge:R:1 method="wB97M-V/def2-TZVPD" total_charge=0 gap_ev=9.974 smiles="C=C1OC(=O)OC1(S)S" spin_multiplicity=1
C -0.9176 1.9132 0.3857 0.10
C -0.0536 0.9525 0.1479 -0.37
O 1.2879 1.1214 0.1978 0.13
C 2.0037 0.0040 -0.0889 -0.49
O 3.1482 -0.0980 -0.1497 0.25
O 1.0699 -1.0504 -0.0976 -0.06
C -0.1843 -0.6084 -0.0562 -1.07
S -1.0543 -1.0627 -1.6603 0.71
S -0.9399 -1.2171 1.5044 0.80
H -0.6363 2.8998 0.5669 0.06
H -1.9953 1.8758 0.2466 0.09
H -0.3415 -2.2892 -2.0864 -0.04
H -1.3867 -2.4407 1.0898 -0.11

5.
22
Properties=species:S:1:pos:R:3:lowdin_charge:R:1 method="wB97M-V/def2-TZVPD" total_charge=0 gap_ev=10.023 smiles="CCCC(=O)NCC(N)=O" spin_multiplicity=1
C -3.4139 -0.9409 0.0797 -0.12
C -1.9520 -0.6602 0.4022 -0.26
C -1.5139 0.7362 -0.0553 -0.13
C -0.0768 1.0092 0.3221 -0.50
O 0.2423 1.4193 1.4352 0.07
N 0.8533 0.7188 -0.6202 0.05
C 2.2401 1.0714 -0.4643 -0.10
C 3.0829 0.0744 0.3230 -0.53
N 3.0389 -1.2108 -0.0479 0.14
O 4.0490 0.4731 0.9828 0.04
H -3.5973 -0.8813 -1.0033 0.07
H -3.7053 -1.9450 0.4178 0.07
H -4.0715 -0.2109 0.5741 0.08
H -1.7838 -0.7522 1.4859 0.12
H -1.3136 -1.4168 -0.0814 0.11
H -1.6570 0.8344 -1.1411 0.12
H -2.1334 1.5001 0.4359 0.13
H 0.5577 0.2825 -1.4822 0.14
H 2.6961 1.1783 -1.4572 0.14
H 2.3323 2.0332 0.0579 0.13
H 2.1369 -1.6554 -0.1514 0.10
H 3.9888 -1.6573 -0.0123 0.15